(1)
Computed, not measured: a 3-piece molecular cluster, C3H12NO3S overall in a non-equilibrium geometry, with wB97M-V/def2-TZVPD.

XYZ file:
```
20
Properties=species:S:1:pos:R:3:forces:R:3
C -0.00398 -0.51559 0.34983 -0.2102 2.2216 0.4417
C -0.15495 -1.87180 -0.26191 -3.7724 -1.4869 1.3635
S 0.43996 -3.39034 0.54599 0.1721 0.7210 1.7190
N -0.51136 0.51945 -0.63028 0.4317 0.4878 0.6167
C -0.13610 1.89915 -0.12573 -0.4502 1.4513 1.5513
O -0.99683 2.48432 0.86640 1.9209 -2.0207 -1.3270
H -0.65609 -0.28232 1.22540 0.9671 -1.0937 -0.0197
H 1.04453 -0.17795 0.60344 -0.9796 -0.9176 -0.2144
H 0.24877 -1.96031 -1.20225 1.0617 0.2265 -2.2896
H -1.29814 -2.14260 -0.41544 2.0734 1.0667 0.1986
H 0.11707 -2.98283 1.83574 0.2753 -0.5025 -1.0067
H -1.49814 0.60708 -0.39629 -0.2965 -0.3475 -0.5023
H 0.94301 1.87919 0.17097 -0.3382 -0.4625 0.3087
H -0.08842 2.57815 -0.95426 -0.4023 0.2613 -1.1330
H -0.23108 1.87910 2.09732 -0.1073 -0.4418 0.5068
H 1.21779 1.45376 2.74423 -2.3664 -0.3219 0.2749
O 0.22102 1.29623 2.86369 2.1092 1.0072 -0.7208
H -0.04255 -0.11537 -2.49214 0.4702 -0.6599 -1.0389
H 1.19421 -0.52173 -3.48193 -2.4949 -0.1153 0.5515
O 0.19128 -0.63559 -3.34276 1.9364 0.9270 0.7197
```
Forces are in eV/Å.

Calculated values
Net charge: -1
Highest occupied orbital energy, eV: -3.9843
LUMO, eV: 3.0
Gap between HOMO and LUMO, eV: 7.0
Energy above the lowest of the compared OMol25 structures with the same formula, charge and spin, kcal per mole: 30.74

---

(2)
Computed, not measured: a 4-piece molecular cluster, C3H12NO3S overall in a non-equilibrium geometry, with wB97M-V/def2-TZVPD.

XYZ file:
```
20
Properties=species:S:1:pos:R:3:forces:R:3
C 0.07443 -0.15144 -0.52463 1.9593 0.1918 0.1227
C 0.57686 -0.04951 -2.00094 -0.8687 1.0840 0.7903
S 0.45043 -1.65840 -2.82614 -3.7820 0.3494 2.2900
N 0.87663 0.76275 0.35587 -0.3969 -1.1214 0.5276
C 0.35803 0.65150 1.81791 -0.4707 0.3567 -0.4524
O 0.33265 -0.56188 2.38525 0.4803 0.5158 -0.2922
H 0.24208 -1.17455 -0.20337 -0.4710 -0.0480 0.0910
H -0.97820 0.11705 -0.41969 -0.1465 -0.2101 -0.2174
H -0.08727 0.68628 -2.48777 0.5830 -0.2681 -0.2021
H 1.59452 0.34520 -1.99396 0.0005 -0.2350 -0.1599
H -1.13214 -1.65169 -1.84733 3.2494 -0.7403 -2.3803
H 1.75354 0.24319 0.44875 0.1717 0.4529 -0.2350
H -0.66186 1.09884 1.66877 0.1478 0.0597 0.4285
H 0.99218 1.39251 2.38009 -0.3634 -0.3194 -0.3583
H -0.14764 -3.19252 1.32471 0.1202 -0.0914 0.0664
H -0.34814 -1.66396 1.75468 -0.0526 -0.1806 -0.2113
O -0.77211 -2.47343 1.23108 -0.3435 -0.1092 0.1423
H -1.76057 2.28791 -0.21128 -0.3474 0.6562 -0.1436
H -0.33775 2.15428 -0.32693 0.5999 0.9770 -0.1203
O -1.02567 2.83787 -0.52506 -0.0693 -1.3197 0.3141
```
Forces are in eV/Å.

Calculated values
Net charge: -1
Highest occupied orbital energy, eV: -4.1758
LUMO, eV: 2.7
Gap between HOMO and LUMO, eV: 6.9
Energy above the lowest of the compared OMol25 structures with the same formula, charge and spin, kcal per mole: 57.28

---

(3)
Computed, not measured: a 3-piece molecular cluster, C3H12NO4 overall in a non-equilibrium geometry, with wB97M-V/def2-TZVPD.

XYZ file:
```
20
Properties=species:S:1:pos:R:3:forces:R:3
O 1.96920 -0.39176 -1.92042 -0.1833 -0.7061 0.5636
C 1.31439 0.41404 -1.10486 -0.8591 0.7404 -0.7170
C 0.33101 -0.32527 -0.23976 1.6719 -1.2994 0.3076
N -0.14501 0.50042 0.88434 -2.1452 -1.5171 -1.1728
C -1.05857 -0.36496 1.73791 0.7804 0.8907 0.1202
O 1.39805 1.60979 -1.07439 0.3064 0.1635 0.3620
H 2.68595 0.08250 -2.34394 0.3304 0.4115 -0.4742
H 0.91132 -1.14666 0.19116 0.0617 0.0772 0.3202
H -0.41506 -0.90630 -0.76736 -0.6337 0.6956 -0.2614
H 0.61906 0.78198 1.44329 1.4141 1.0351 0.9103
H -0.61122 1.34451 0.55059 0.0813 0.1168 -0.0011
H -1.80066 -0.82846 1.10844 -0.2548 -0.0200 -0.0450
H -1.47741 0.28577 2.49665 -0.2451 -0.1614 0.0820
H -0.39747 -1.09807 2.18704 -0.2083 -0.2016 0.1205
H -5.00591 -3.30806 -1.77419 -0.2670 -0.2608 0.2016
H -3.61705 -2.89174 -1.47827 0.0535 -0.2295 0.2303
O -4.32759 -3.42593 -1.09805 0.2179 0.5004 -0.4590
H 2.20028 2.94448 2.07636 0.0406 0.0739 -0.0052
H 1.35998 2.66128 3.33927 0.1172 0.0338 -0.1955
O 1.44244 2.44865 2.39995 -0.2790 -0.3428 0.1129
```
Forces are in eV/Å.

Calculated values
Net charge: +1
Highest occupied orbital energy, eV: -14.0223
LUMO, eV: -3.2
Gap between HOMO and LUMO, eV: 10.8
Energy above the lowest of the compared OMol25 structures with the same formula, charge and spin, kcal per mole: 24.96

---

(4)
Computed, not measured: a 2-piece molecular cluster, C3H12NOS overall in a non-equilibrium geometry, with wB97M-V/def2-TZVPD.

XYZ file:
```
18
Properties=species:S:1:pos:R:3:forces:R:3
C 0.62573 0.42484 0.81600 -0.7719 0.6347 1.8208
C -0.53298 0.86687 -0.05020 0.0898 -0.1182 -1.0746
C -0.05497 1.93202 -1.04100 -1.4062 0.0145 -0.2153
S -1.45286 2.41243 -2.15108 0.0202 0.2248 0.2032
N 0.31457 -0.82397 1.60795 0.2647 -0.0837 -1.4877
H 1.57815 0.27433 0.32439 -0.0528 -0.1073 -0.2931
H 0.73520 1.20677 1.56867 0.4794 0.0778 0.0305
H -1.37784 1.26239 0.50907 0.1558 0.0372 0.4107
H -0.97807 0.06659 -0.64152 0.2109 -0.2673 0.0088
H 0.67844 1.53975 -1.71804 0.7480 0.0102 0.0396
H 0.24825 2.84873 -0.54080 0.3461 -0.0940 -0.0722
H -1.04783 1.77923 -3.25611 0.0778 -0.0776 0.0395
H 0.20617 -1.53154 0.84953 -0.2731 -0.5424 0.7760
H 1.11288 -1.14484 2.21642 0.1414 0.1101 0.0486
H -0.53756 -0.77458 2.20904 -0.0116 0.1607 -0.1350
H 0.10965 -3.21874 -1.00954 0.1263 -0.2886 0.0525
H 0.37084 -3.95870 0.36030 0.0001 0.1824 -0.2838
O 0.00224 -3.16158 -0.05308 -0.1449 0.1266 0.1314
```
Forces are in eV/Å.

Calculated values
Net charge: 0
Highest occupied orbital energy (spin up / spin down), eV: -3.2712 / -9.4197
LUMO (spin up / spin down), eV: 0.6 / 0.3
Gap between HOMO and LUMO (spin up / spin down), eV: 3.9 / 9.8
2S+1: 2
Energy above the lowest of the compared OMol25 structures with the same formula, charge and spin, kcal per mole: 5.93

---

(5)
Computed, not measured: a 2-piece molecular cluster, C3H12NOS2 overall in a non-equilibrium geometry, with wB97M-V/def2-TZVPD.

XYZ file:
```
19
Properties=species:S:1:pos:R:3:forces:R:3
N -0.18402 0.97608 -0.27342 -1.1467 1.0799 1.0443
C -0.04652 -0.55810 -0.31464 0.7113 1.3575 3.6737
C -0.43572 -1.13186 -1.56667 -1.2927 -2.6907 -3.4726
C -1.11640 -1.03458 0.76927 2.7053 2.8797 0.0494
S -0.32302 -0.98765 2.42247 -0.7079 -1.6989 0.4398
S 0.03022 0.85395 3.14759 0.4191 0.9476 -0.6923
H -0.39028 1.25668 0.72462 0.6838 -0.3860 -0.7177
H 0.67639 1.47320 -0.52700 0.4149 -0.3394 0.0063
H -0.96823 1.42110 -0.76942 0.1366 -0.7129 -0.3529
H 1.04603 -0.63326 0.11658 -2.1927 -0.5559 -1.2493
H -0.06764 -0.82687 -2.55320 0.6463 0.3478 0.5530
H -0.43772 -2.26064 -1.61577 0.9609 0.9965 0.5498
H -1.51159 -1.08482 -1.70341 -0.5440 0.7950 0.1744
H -2.03162 -0.45767 0.70854 -0.1632 0.1535 -0.0200
H -1.33035 -2.02526 0.57624 -0.4447 -2.2458 -0.0285
H -1.18156 1.28263 3.49154 -0.4726 -0.1069 0.2721
H 3.29428 1.26412 -0.18811 -1.2293 0.0268 -1.7338
H 2.51072 1.36268 -1.71088 0.9969 -0.3606 2.2033
O 2.46701 1.11027 -0.73432 0.5187 0.5129 -0.6990
```
Forces are in eV/Å.

Calculated values
Net charge: +1
Highest occupied orbital energy, eV: -12.6453
LUMO, eV: -3.1
Gap between HOMO and LUMO, eV: 9.5
Energy above the lowest of the compared OMol25 structures with the same formula, charge and spin, kcal per mole: 29.59

---

(6)
Computed, not measured: a 2-piece molecular cluster, C3H12NS overall in a non-equilibrium geometry, with wB97M-V/def2-TZVPD.

XYZ file:
```
17
Properties=species:S:1:pos:R:3:forces:R:3
C -0.95610 2.69934 1.83947 -0.7166 -0.0725 -1.1864
N -1.33409 1.63976 0.80933 -0.0406 0.5529 0.3496
H -0.86532 2.20486 2.79107 0.4156 -0.0308 0.2272
H -0.08782 3.22443 1.46263 0.2546 -0.0964 0.3278
H -1.79768 3.37685 1.85691 -0.0899 0.2627 0.2077
H -2.15332 1.14740 1.16501 0.2099 -0.4731 -0.1244
H -0.54734 1.01306 0.62605 -0.1940 -0.3052 0.0529
H -1.61556 2.02782 -0.09320 0.1621 0.1992 0.0275
C 0.60881 -1.05145 0.75031 -0.0148 -1.0798 -0.0284
S 0.33416 -0.71063 -0.99886 -0.6055 0.2066 0.0643
C 1.26951 -2.00445 -1.78758 0.9024 -0.4757 -0.6828
H 0.98790 -2.07453 0.79473 0.2092 0.1669 0.1450
H -0.33817 -1.14635 1.28474 -0.0197 0.4006 0.0890
H 1.32715 -0.39750 1.23162 0.0161 0.1481 0.0976
H 0.87463 -2.28927 -2.76108 -0.5870 -0.0197 0.2716
H 2.24487 -1.65787 -2.02556 0.9526 0.7470 -0.1989
H 1.51411 -2.88476 -1.20024 -0.8543 -0.1308 0.3605
```
Forces are in eV/Å.

Calculated values
Net charge: +1
Highest occupied orbital energy, eV: -12.1862
LUMO, eV: -3.7
Gap between HOMO and LUMO, eV: 8.5
Energy above the lowest of the compared OMol25 structures with the same formula, charge and spin, kcal per mole: 18.01